Entry 1:
{
  "formula": "C6H15ClGaN2O",
  "method": "ωB97M-V/def2-TZVPD",
  "e_tot_ha": -2807.42223,
  "e_lumo_ev": 2.6,
  "orbital_gap_ev": 7.386,
  "total_charge": -1,
  "relative_energy_kcal_mol": 0.00,
  "multiplicity": 1,
  "symbols": ["N", "Ga", "Cl", "C", "C", "C", "C", "O", "H", "H", "H", "H", "H", "H", "H", "H", "H", "H", "H", "H", "C", "C", "N", "H", "H", "H"],
  "xyz": [[-0.192, -1.411, -2.767], [-1.137, -2.481, -1.452], [0.325, -3.504, -0.019], [-2.549, -1.350, -0.543], [-2.327, -0.544, 0.764], [-0.919, -0.457, 1.339], [0.111, 0.167, 0.411], [-0.401, 1.353, -0.213], [0.213, -0.570, -2.379], [0.560, -1.942, -3.187], [-1.835, -3.680, -2.277], [-3.395, -2.021, -0.385], [-2.885, -0.661, -1.321], [-2.670, 0.480, 0.616], [-2.966, -0.948, 1.553], [-0.964, 0.161, 2.244], [-0.542, -1.430, 1.647], [0.981, 0.453, 1.007], [0.465, -0.548, -0.328], [-0.330, 1.246, -1.160], [3.303, 3.412, 0.948], [3.638, 2.047, 1.327], [3.869, 0.963, 1.618], [4.213, 3.998, 0.831], [2.754, 3.404, 0.009], [2.680, 3.863, 1.717]]
}

Entry 2:
{
  "formula": "C6H15ClNO2",
  "method": "ωB97M-V/def2-TZVPD",
  "e_tot_ha": -903.03658,
  "e_lumo_ev": 3.0,
  "orbital_gap_ev": 6.392,
  "total_charge": -1,
  "relative_energy_kcal_mol": 19.61,
  "multiplicity": 1,
  "symbols": ["Cl", "C", "O", "C", "C", "N", "C", "C", "O", "C", "H", "H", "H", "H", "H", "H", "H", "H", "H", "H", "H", "H", "H", "H", "H"],
  "xyz": [[30.437, -14.028, 12.959], [30.810, -16.970, 19.737], [31.310, -16.855, 18.436], [31.848, -18.077, 17.996], [32.333, -17.967, 16.564], [31.250, -17.498, 15.688], [31.632, -17.387, 14.275], [32.979, -16.718, 14.063], [33.136, -15.545, 14.838], [34.421, -15.020, 14.752], [31.635, -17.230, 20.416], [30.034, -17.739, 19.835], [30.381, -16.020, 20.046], [31.094, -18.868, 18.124], [32.714, -18.346, 18.626], [32.666, -18.958, 16.218], [33.169, -17.270, 16.530], [30.513, -18.188, 15.788], [30.848, -16.829, 13.764], [31.721, -18.397, 13.844], [33.012, -16.378, 13.020], [33.801, -17.410, 14.295], [34.393, -13.968, 15.032], [34.836, -15.106, 13.743], [35.082, -15.513, 15.480]]
}

Entry 3:
{
  "formula": "C6H15ClNOP",
  "method": "ωB97M-V/def2-TZVPD",
  "e_tot_ha": -1169.11402,
  "e_lumo_ev": -1.2,
  "orbital_gap_ev": 7.715,
  "total_charge": 0,
  "relative_energy_kcal_mol": 50.29,
  "multiplicity": 1,
  "symbols": ["C", "C", "C", "C", "C", "C", "N", "O", "P", "Cl", "H", "H", "H", "H", "H", "H", "H", "H", "H", "H", "H", "H", "H", "H", "H"],
  "xyz": [[-2.857, 1.094, -0.024], [-1.072, 2.827, -0.028], [1.504, -1.676, -1.384], [1.259, -2.916, 0.879], [-1.419, 1.398, 0.435], [1.743, -1.583, 0.150], [-0.475, 0.490, -0.130], [0.499, -0.208, 2.345], [0.752, -0.200, 0.911], [2.837, 1.593, -0.657], [-2.812, 1.311, -1.067], [-3.219, 0.197, 0.300], [-3.427, 2.032, 0.155], [0.022, 3.107, 0.132], [-1.443, 3.680, 0.563], [-1.284, 2.918, -1.125], [0.641, -1.166, -1.747], [2.385, -1.251, -1.835], [1.447, -2.637, -1.843], [1.676, -2.956, 1.799], [1.580, -3.785, 0.255], [0.205, -3.072, 0.843], [-1.368, 1.395, 1.530], [2.719, -1.388, 0.502], [0.105, 0.797, -0.960]]
}

Entry 4:
{
  "formula": "C6H15INO2",
  "method": "ωB97M-V/def2-TZVPD",
  "e_tot_ha": -740.47229,
  "e_lumo_ev": 3.2,
  "orbital_gap_ev": 6.925,
  "total_charge": -1,
  "relative_energy_kcal_mol": 71.41,
  "multiplicity": 1,
  "symbols": ["I", "C", "O", "C", "C", "N", "C", "C", "O", "C", "H", "H", "H", "H", "H", "H", "H", "H", "H", "H", "H", "H", "H", "H", "H"],
  "xyz": [[-1.469, -2.832, -1.952], [-3.305, -0.103, 3.544], [-2.689, 0.732, 2.481], [-1.793, -0.020, 1.662], [-0.936, 0.836, 0.777], [0.119, 0.000, 0.156], [0.799, 0.720, -0.871], [1.913, -0.109, -1.522], [2.533, 0.588, -2.556], [3.685, -0.117, -3.031], [-4.374, 0.289, 3.899], [-2.644, -0.403, 4.373], [-3.495, -1.020, 3.236], [-2.243, -0.792, 1.103], [-1.178, -0.522, 2.313], [-0.485, 1.598, 1.223], [-1.344, 1.439, 0.074], [-0.332, -0.661, -0.449], [1.079, 1.633, -0.708], [-0.023, 0.919, -1.693], [1.516, -1.043, -1.860], [2.695, -0.292, -0.888], [4.116, 0.239, -3.839], [3.229, -1.164, -3.121], [4.619, 0.074, -2.345]]
}

Entry 5:
{
  "formula": "C6H15INO2",
  "method": "ωB97M-V/def2-TZVPD",
  "e_tot_ha": -740.12541,
  "e_lumo_ev": -4.4,
  "orbital_gap_ev": 8.628,
  "total_charge": 1,
  "relative_energy_kcal_mol": 97.96,
  "multiplicity": 1,
  "symbols": ["C", "C", "C", "C", "C", "C", "N", "O", "O", "I", "H", "H", "H", "H", "H", "H", "H", "H", "H", "H", "H", "H", "H", "H", "H"],
  "xyz": [[-2.270, 0.386, -0.841], [2.628, -0.380, -2.337], [-2.108, -0.124, 0.639], [1.874, 0.666, -1.501], [-0.734, 0.234, 1.192], [0.473, -0.690, 0.820], [-0.879, 0.311, 2.691], [0.363, -2.038, 0.606], [0.635, 0.271, -1.076], [2.209, 0.010, 1.720], [-1.605, 1.315, -0.836], [-1.919, -0.334, -1.462], [-3.280, 0.819, -0.958], [1.698, -0.987, -2.665], [3.091, 0.202, -3.138], [3.277, -1.141, -1.810], [-2.862, 0.372, 1.415], [-2.370, -1.233, 0.685], [1.716, 1.686, -1.997], [2.547, 0.941, -0.718], [-0.405, 1.117, 0.799], [-1.439, -0.550, 2.921], [-1.521, 1.063, 3.086], [0.157, 0.421, 3.061], [0.726, -2.338, -0.297]]
}

Entry 6:
{
  "formula": "C6H15InNO6P",
  "method": "ωB97M-V/def2-TZVPD",
  "e_tot_ha": -1275.16716,
  "e_lumo_ev": -4.0,
  "orbital_gap_ev": 4.876,
  "total_charge": 0,
  "relative_energy_kcal_mol": 1.50,
  "multiplicity": 1,
  "symbols": ["In", "P", "O", "O", "O", "O", "C", "O", "C", "C", "N", "C", "C", "O", "C", "H", "H", "H", "H", "H", "H", "H", "H", "H", "H", "H", "H", "H", "H", "H"],
  "xyz": [[-13.011, -10.188, -31.537], [-10.133, -8.970, -31.737], [-10.990, -9.098, -33.035], [-8.751, -8.411, -32.028], [-10.171, -10.401, -31.151], [-11.137, -8.150, -30.897], [-15.770, -12.661, -37.046], [-15.075, -12.148, -35.931], [-14.453, -13.155, -35.180], [-13.756, -12.562, -33.964], [-14.514, -11.517, -33.261], [-15.784, -12.046, -32.712], [-16.447, -11.041, -31.814], [-15.671, -10.762, -30.658], [-16.420, -10.117, -29.661], [-16.727, -13.086, -36.741], [-15.179, -13.435, -37.551], [-15.879, -11.874, -37.787], [-13.686, -13.668, -35.778], [-15.150, -13.966, -34.927], [-12.782, -12.149, -34.239], [-13.468, -13.390, -33.309], [-14.832, -10.944, -34.049], [-15.590, -13.003, -32.215], [-16.461, -12.347, -33.521], [-17.406, -11.422, -31.443], [-16.667, -10.138, -32.398], [-16.788, -9.139, -29.994], [-15.784, -9.861, -28.814], [-17.264, -10.716, -29.316]]
}

Entry 7:
{
  "formula": "C6H15N",
  "method": "ωB97M-V/def2-TZVPD",
  "e_tot_ha": -292.27893,
  "e_lumo_ev": 1.2,
  "orbital_gap_ev": 9.356,
  "total_charge": 0,
  "smiles": "CCC[C@H](C)NC",
  "relative_energy_kcal_mol": 56.54,
  "multiplicity": 1,
  "symbols": ["C", "N", "C", "C", "C", "C", "C", "H", "H", "H", "H", "H", "H", "H", "H", "H", "H", "H", "H", "H", "H", "H"],
  "xyz": [[-2.332, 0.430, -1.351], [-1.306, -0.214, -0.566], [-0.268, 0.690, -0.011], [0.640, -0.105, 0.837], [1.426, -0.982, -0.155], [2.534, -1.735, 0.589], [-0.873, 1.852, 0.682], [-2.546, -0.252, -2.276], [-1.794, 1.148, -1.976], [-3.384, 0.572, -0.859], [-1.726, -0.976, -0.160], [0.330, 0.895, -0.883], [1.360, 0.585, 1.311], [0.042, -0.717, 1.585], [0.807, -1.689, -0.814], [1.897, -0.356, -0.937], [3.463, -1.148, 0.494], [2.611, -2.773, 0.233], [2.194, -1.691, 1.572], [-1.145, 1.553, 1.783], [-1.859, 2.223, 0.111], [-0.071, 2.689, 0.790]]
}

Entry 8:
{
  "formula": "C6H15N",
  "method": "ωB97M-V/def2-TZVPD",
  "e_tot_ha": -292.03480,
  "e_lumo_ev": [-2.9, -7.9],
  "orbital_gap_ev": [12.951, 8.397],
  "total_charge": 1,
  "s2": 0.75,
  "relative_energy_kcal_mol": 17.18,
  "multiplicity": 2,
  "symbols": ["C", "C", "C", "N", "C", "C", "C", "H", "H", "H", "H", "H", "H", "H", "H", "H", "H", "H", "H", "H", "H", "H"],
  "xyz": [[1.684, -0.381, 0.057], [2.996, -0.340, -0.724], [0.545, -0.658, -0.947], [-0.713, -0.877, -0.243], [-2.611, -0.173, 1.164], [-1.231, 0.184, 0.596], [-1.246, 1.525, -0.140], [1.495, 0.559, 0.582], [1.667, -1.075, 0.903], [3.118, -1.152, -1.433], [3.778, -0.388, 0.029], [3.082, 0.620, -1.226], [0.359, 0.234, -1.543], [0.744, -1.542, -1.525], [-0.665, -1.709, 0.350], [-2.713, -1.263, 1.244], [-3.316, 0.069, 0.370], [-2.822, 0.174, 2.124], [-0.540, 0.416, 1.422], [-1.832, 2.303, 0.343], [-1.551, 1.577, -1.192], [-0.228, 1.896, -0.208]]
}

Entry 9:
{
  "formula": "C6H15N",
  "method": "ωB97M-V/def2-TZVPD",
  "e_tot_ha": -292.05417,
  "e_lumo_ev": [-2.8, -7.2],
  "orbital_gap_ev": [12.763, 8.820],
  "total_charge": 1,
  "s2": 0.75,
  "relative_energy_kcal_mol": 5.02,
  "multiplicity": 2,
  "symbols": ["C", "C", "N", "C", "C", "C", "C", "H", "H", "H", "H", "H", "H", "H", "H", "H", "H", "H", "H", "H", "H", "H"],
  "xyz": [[-0.066, -0.178, -3.207], [-0.002, 0.349, -1.787], [0.135, -0.659, -0.791], [0.628, 1.131, 2.540], [0.309, 0.938, 1.036], [0.273, -0.555, 0.663], [-0.875, -1.307, 1.326], [-1.066, -0.055, -3.628], [0.588, 0.361, -3.883], [0.157, -1.236, -3.283], [0.800, 1.089, -1.664], [-0.868, 0.968, -1.518], [-0.267, -1.542, -1.117], [0.874, 2.170, 2.737], [1.483, 0.501, 2.795], [-0.219, 0.841, 3.157], [-0.716, 1.277, 0.899], [1.084, 1.461, 0.492], [1.225, -1.046, 0.891], [-1.818, -0.853, 1.025], [-0.709, -1.331, 2.380], [-0.949, -2.323, 0.942]]
}

Entry 10:
{
  "formula": "C6H15N",
  "method": "ωB97M-V/def2-TZVPD",
  "e_tot_ha": -291.84871,
  "e_lumo_ev": [-7.9, -7.1],
  "orbital_gap_ev": [5.984, 8.008],
  "total_charge": 1,
  "s2": 0.79,
  "relative_energy_kcal_mol": 133.95,
  "multiplicity": 2,
  "symbols": ["C", "N", "C", "C", "C", "C", "C", "H", "H", "H", "H", "H", "H", "H", "H", "H", "H", "H", "H", "H", "H", "H"],
  "xyz": [[-0.415, -0.334, 1.163], [-0.353, -1.206, 0.044], [-1.441, -1.262, -0.817], [-2.064, 0.065, -1.427], [0.231, 1.054, 0.961], [2.274, 0.402, -0.448], [1.752, 0.997, 0.864], [0.106, -0.808, 2.000], [-1.473, -0.227, 1.445], [0.401, 0.784, -1.323], [-2.382, -1.652, -0.397], [-1.185, -1.943, -1.628], [-1.382, 0.404, -2.219], [-3.026, -0.192, -1.858], [-2.103, 0.827, -0.656], [-0.165, 1.389, -0.026], [-0.061, 1.817, 1.681], [3.243, -0.063, -0.237], [2.390, 1.102, -1.281], [1.664, -0.455, -0.772], [2.171, 1.999, 0.977], [2.190, 0.389, 1.657]]
}